1.
Molecular formula: C30H45BrN2NiP2S
Method: DFT, the ωB97M-V functional and the def2-TZVPD basis

Structure (ORCA input):
```
! RIJCOSX wB97M-V def2-TZVPD def2/J DEFGRID3
* xyz 2 3
C -3.41337 -0.22855 -1.38682
H 3.15149 2.63096 -2.66578
H -1.11114 -0.95719 -2.82494
Ni -0.35163 0.73453 -1.08166
H 0.66692 4.49583 -2.69326
H -2.38394 -0.24219 2.16730
C 0.00057 -2.41523 1.21681
C -0.85745 1.35684 -5.38848
C 2.29073 1.95008 -2.76630
C 2.54841 -2.58348 2.34473
H -0.77410 2.32372 -4.89659
H -0.70238 -3.36399 3.01200
C -3.67672 2.17023 -1.64618
H 3.44680 0.82250 -4.16459
C -0.86478 0.13244 -4.65119
H -1.35138 2.16336 -2.80495
C 2.88049 1.33394 -0.02681
H -0.12767 0.08009 1.22453
C -4.66351 -0.29797 -0.76687
H -5.11395 -1.25668 -0.53793
C -1.95440 4.58179 1.36025
C 4.13752 2.19902 -0.02572
H 0.75522 1.52604 3.80042
H -0.88784 3.14039 0.09974
H 0.32482 5.53602 -1.29315
C -1.56301 1.16060 -2.42834
N 2.36494 -2.05792 1.09193
H -4.35179 2.15273 2.42388
H 1.90516 0.06529 -3.79811
H 1.84059 0.34944 3.02049
P 1.49295 1.90450 -1.12481
H -4.70743 0.43113 2.68545
C -1.02610 1.30255 -6.78854
H 2.37537 4.11871 -0.93139
H -2.84710 4.60838 1.99885
H -5.46555 3.01680 -0.73908
Br -6.90364 0.79600 0.50966
C -1.03418 0.06092 -3.20983
C 2.73680 0.62256 -3.35659
H 4.64204 2.23018 -1.00246
H -3.31047 3.11242 -2.07437
N -1.08261 0.15397 -7.45781
C -1.07100 -1.00948 -6.80499
C -4.87357 2.12693 -0.92936
C 1.35985 3.71268 -0.77294
C -1.71538 3.17054 0.82536
C 0.79178 0.64393 3.14675
H 4.84419 1.76664 0.69862
S 0.94308 -1.17836 -1.00833
P -1.36276 1.96834 2.14555
C 1.10647 -1.89681 0.53900
C -2.89590 1.00933 -1.78986
H -2.82724 -1.13814 -1.50655
H 2.51865 1.24432 1.00744
C 1.45982 -3.12866 3.00502
C -2.72219 0.77042 1.89227
H 1.55914 2.42365 -3.43492
H 0.26087 -0.17665 3.64478
H -1.11672 2.23347 -7.36639
H -1.10731 4.95193 1.95505
H -0.90398 -2.04455 -4.92840
H 3.24208 -0.03186 -2.64171
C 0.36456 4.49279 -1.63802
H -2.61600 2.80657 0.31233
C -3.92153 1.19321 2.74969
H 3.17866 -1.72575 0.57853
H -2.10985 5.27140 0.51970
H -0.66326 4.10553 -1.59719
H 3.57631 -2.56474 2.72124
C -0.92104 -1.06939 -5.41361
H 1.12582 3.82569 0.30033
H -3.61694 1.29648 3.80135
H -1.18060 -1.93085 -7.39141
C 0.12132 0.98813 1.81367
H 3.93289 3.23020 0.30131
H 3.10841 0.30660 -0.35450
C -5.31757 0.88754 -0.45068
H -0.96704 -2.36807 0.71176
H 1.61359 -3.66529 3.94885
H 0.76427 1.63820 1.18610
H -2.95227 0.76872 0.81339
C 0.17004 -2.99174 2.46853
*
```

LUMO level (alpha / beta), eV: -6.3 / -9.1
E_HOMO (alpha / beta), Eh: -0.467 / -0.478
E_tot, Ha: -6442.22483


2.
Molecular formula: C30H45Cl10F15O10
Method: DFT, the ωB97M-V functional and the def2-TZVPD basis

Structure (ORCA input):
```
! RIJCOSX wB97M-V def2-TZVPD def2/J DEFGRID3
* xyz 0 1
H 4.57408 2.23020 -2.48915
C -1.56343 -2.84507 4.63932
F -3.12078 3.30362 4.89615
C 2.11463 4.42551 -4.06065
F -4.75844 -3.52271 -7.01923
Cl 3.37059 0.22494 -3.08115
C -4.30957 0.12075 0.79876
C 3.20192 4.92720 -1.97389
C -3.27648 -0.09350 -5.66657
C -4.40088 1.43257 4.15775
H 1.46256 -0.13264 -0.27801
O 2.31002 5.52220 -4.61663
C 6.10665 -3.84771 0.84317
F -5.81431 -1.37650 6.54473
H -5.95484 0.97320 2.09236
H -2.90710 3.68946 -0.30519
H 5.66964 -5.99090 0.72444
C -0.90670 -1.60951 4.01706
H 1.55783 3.52448 3.13755
C 5.71020 1.46209 -4.05673
F 2.16796 -3.57071 2.43622
O 2.39466 4.12029 -2.78706
H 4.21624 5.09079 -0.08384
F 0.79711 2.43285 -3.85728
C -3.73520 -2.11609 5.52692
F -3.41002 -3.42782 -8.64473
Cl -2.49495 -4.53231 1.70648
F -2.02485 1.34139 4.60780
Cl 2.79077 1.64331 1.16165
H 0.46593 -1.42912 -1.07521
Cl 4.91328 2.65518 -5.17781
Cl 1.52735 2.11021 5.14082
F 0.25764 3.89208 -5.48751
H -3.82271 1.08290 0.63958
C 3.66135 4.33457 -0.63913
O -3.72579 -1.34020 -6.24579
C 6.04419 -5.19128 0.08536
F 2.02948 2.66202 -5.58855
H -1.35857 0.79878 -5.10693
C -5.07290 0.33342 2.12355
C 1.27565 3.32324 -4.73031
H 5.93164 0.52247 -4.56288
H 4.33739 3.52879 -0.92512
C -0.44775 -4.53274 -0.11965
C -1.40105 3.64782 1.25170
Cl -0.54220 -0.40232 0.81694
Cl 1.20930 -5.09289 -0.47030
F -5.43223 -2.61815 -8.94849
H 6.98506 -3.83547 1.48841
C 1.57908 2.46457 3.39101
H 3.80151 2.31429 3.17186
C -4.54512 -1.73920 6.81740
H -2.15042 -3.43606 3.93627
H -5.54416 -0.61237 2.39094
Cl -4.17797 4.12775 1.52370
C 0.01600 0.60999 -1.62309
C -3.17178 1.98757 4.93968
O -4.27099 -2.24416 4.35622
H -1.06374 -4.92291 -0.92985
H -0.81232 -3.55801 4.97939
C 2.83401 -2.38517 2.35905
F -4.78912 -2.80155 7.56562
F -3.44412 1.68881 6.21920
H -1.73553 -1.07470 3.55326
H 6.66491 1.87136 -3.72642
H -0.80686 -6.14410 1.38686
O -4.09967 0.60153 3.10977
C -4.43950 -2.82926 -8.06117
Cl 0.02675 4.09443 0.28021
C -0.84759 -5.05742 1.31233
C -3.96718 -1.42330 -7.56278
H 2.95391 0.78181 3.33670
H -1.24374 3.99792 2.27189
H -4.99961 -0.14061 -0.00351
H 5.32905 0.59613 -2.02765
H -1.16034 -0.43191 -6.29162
H 0.06658 1.61167 -1.19626
H -0.23593 -4.52211 2.03857
Cl -1.68703 0.19812 -2.18565
C 4.84360 1.21543 -2.78190
H -0.40797 -0.95152 4.72869
C 0.47061 -0.44693 -0.60259
O -2.43846 -2.51846 5.76965
H -0.40988 -3.44352 -0.10334
H 0.79373 1.89993 2.88852
H -1.36958 -0.83687 -4.61108
O 4.87527 -3.64327 1.55453
F 2.78535 -1.76654 3.52694
H -3.51032 -0.61923 0.84026
H -3.62142 0.81066 -6.16819
H -0.24053 -1.81502 3.17915
H 6.18082 -3.07964 0.07332
H 5.44099 -5.28509 -0.81767
H -2.61705 5.26335 0.20015
F -3.97743 -0.83228 7.60589
H 2.73405 5.89390 -1.78766
O 5.01703 -1.32367 1.62135
F 2.19251 -1.59206 1.53952
C 4.36286 -2.39329 1.84245
H 4.09946 5.12686 -2.55926
C -1.73586 -0.18074 -5.40066
C -2.73494 4.25937 0.60786
H -3.80700 0.14474 -4.74467
H 2.75517 4.07765 -0.09057
H 7.02530 -5.43503 -0.32220
H 0.62937 0.51900 -2.51952
O -3.82513 -0.48385 -8.29939
C 2.87493 1.79170 2.93424
H -1.46966 2.56006 1.26526
O -5.59689 1.61232 4.46007
*
```

LUMO level, eV: 0.1
E_HOMO, Eh: -0.398
E_tot, Ha: -8022.40734
SMILES: CCOC(=O)C(F)(F)F.CCOC(=O)C(F)(F)F.CCOC(=O)C(F)(F)F.CCOC(=O)C(F)(F)F.CCOC(=O)C(F)(F)F.ClCCCl.ClCCCl.ClCCCl.ClCCCl.ClCCCl